Entry 1:
Molecular formula: CH6OS2
Method: DFT, ωB97M-V/def2-TZVPD

Last columns: bonded neighbours and bond lengths (Å).
Positions of all 10 atoms, in Å:
1 C -1.35869 -2.12473 0.81769  S2 1.775, H4 1.103, H5 1.103, H6 1.103
2 S -0.03951 -1.03713 1.29374  C1 1.775, S3 2.082
3 S -0.68141 0.54928 0.10739  S2 2.082, H7 1.350
4 H -1.01873 -3.17005 0.90902  C1 1.103
5 H -1.59008 -1.92130 -0.24140  C1 1.103
6 H -2.28148 -2.00193 1.40929  C1 1.103
7 H -0.44350 0.02608 -1.11415  S3 1.350
8 O 2.43338 3.45572 -1.38764  H9 0.984, H10 0.984
9 H 2.27726 3.71371 -0.45098  O8 0.984
10 H 2.70274 2.51037 -1.34293  O8 0.984

Values from the calculation:
E (eV): -24852.0149
Relative energy (zero: lowest compared OMol25 entry of this formula, charge and spin) (kcal/mol): 4.9

Entry 2:
Molecular formula: CH6P2S
Method: DFT, ωB97M-V/def2-TZVPD

Last columns: bonded neighbours and bond lengths (Å).
Positions of all 10 atoms, in Å:
1 P -1.73457 -0.54942 1.32140  C2 1.843, H5 1.406, H6 1.554
2 C -0.31156 -0.87949 0.19726  P1 1.843, S3 2.174, H7 1.082, H8 1.120
3 S -0.01819 0.36247 -1.56300  C2 2.174, P4 2.090
4 P 1.70758 1.43228 -1.06981  S3 2.090, H9 1.454, H10 1.408
5 H -1.19580 0.74492 1.42458  P1 1.406
6 H -2.74469 -0.17059 0.20260  P1 1.554
7 H 0.60783 -0.65788 0.72358  C2 1.082
8 H -0.59244 -1.74712 -0.45216  C2 1.120
9 H 2.62818 0.30751 -1.09457  P4 1.454
10 H 1.65367 1.15732 0.31012  P4 1.408

Values from the calculation:
E (eV): -30544.8322
Relative energy (zero: lowest compared OMol25 entry of this formula, charge and spin) (kcal/mol): 36.1

no.,strongest force on any atom (eV Å⁻¹)
1,1.46
2,3.52